(1)
C48H63N5O28S | ωB97M-V/def2-TZVPD

Last column: Mulliken charge in e.
Geometry (Å):
S 11.774 1.860 -33.532  1.13
O 19.263 3.854 -26.652  -0.56
O 20.103 10.805 -37.256  -0.29
O 25.759 0.254 -31.448  -0.57
O 18.405 -6.428 -22.395  -0.29
O 19.292 9.605 -35.560  -0.29
O 15.852 -0.954 -20.427  -0.58
O 10.689 2.503 -34.626  -0.31
O 27.718 -3.885 -21.872  -0.56
O 14.296 -2.464 -20.054  -0.58
O 28.904 -1.985 -21.281  -0.30
O 11.123 0.739 -32.783  -0.61
O 23.663 10.045 -18.948  -0.28
O 13.270 5.216 -23.212  -0.61
O 19.680 -4.956 -21.426  -0.27
O 29.111 -2.798 -23.356  -0.29
O 20.154 -5.678 -23.610  -0.54
O 24.819 -1.356 -32.458  -0.56
O 20.241 12.567 -26.607  -0.55
O 11.986 4.554 -21.618  -0.61
O 23.200 0.303 -14.719  -0.60
O 24.685 8.130 -18.461  -0.28
O 22.292 -1.078 -13.146  -0.31
O 12.994 1.577 -34.288  -0.58
O 22.799 8.739 -17.217  -0.58
O 20.527 3.003 -28.214  -0.55
O 21.139 0.645 -13.622  -0.28
O 21.412 9.136 -36.358  -0.57
O 19.389 11.011 -27.833  -0.54
N 19.723 12.163 -27.614  0.90
N 25.053 -0.185 -32.351  0.93
N 12.959 5.140 -22.059  1.03
N 14.875 -1.615 -20.764  0.95
N 20.348 3.299 -26.997  0.87
C 23.288 2.356 -24.144  -0.34
C 18.167 13.721 -30.774  -0.40
C 9.451 2.991 -34.093  -0.19
C 22.615 10.979 -19.110  -0.60
C 18.818 14.966 -30.902  -0.43
C 14.313 -1.403 -22.116  0.13
C 23.282 0.170 -34.054  -0.03
C 19.461 13.105 -28.757  0.14
C 13.456 -1.125 -24.696  -0.28
C 22.510 2.254 -26.372  -0.28
C 15.592 7.035 -19.341  -0.33
C 23.018 2.247 -35.239  -0.27
C 18.353 -7.799 -22.891  -0.66
C 13.139 -2.096 -22.529  -0.38
C 14.454 6.366 -18.885  -0.32
C 21.407 3.083 -26.017  0.15
C 19.136 8.487 -34.663  -0.61
C 18.444 12.846 -29.744  -0.27
C 23.635 8.982 -18.131  0.74
C 12.653 -1.869 -23.810  -0.44
C 15.805 7.058 -20.751  -0.45
C 24.340 0.714 -33.288  0.06
C 14.871 6.579 -21.565  -0.35
C 22.194 3.190 -23.820  -0.36
C 13.518 5.794 -19.735  -0.38
C 21.155 11.322 -38.060  -0.61
C 21.296 3.610 -24.734  -0.35
C 19.843 15.244 -29.965  -0.36
C 8.933 3.866 -35.218  -1.20
C 11.998 3.373 -32.486  -0.95
C 29.051 -3.683 -24.461  -0.62
C 22.283 0.013 -13.898  0.80
C 19.431 -5.645 -22.624  0.72
C 24.698 2.001 -33.537  -0.20
C 24.932 6.914 -17.760  -0.62
C 28.255 -1.976 -20.003  -0.63
C 23.486 1.884 -25.424  -0.54
C 20.339 9.766 -36.416  0.74
C 13.796 5.789 -21.097  0.19
C 20.167 14.358 -28.954  -0.34
C 28.531 -2.994 -22.164  0.76
C 24.119 2.758 -34.513  -0.53
C 23.294 -2.103 -13.291  -0.59
C 14.653 -0.608 -24.316  -0.50
C 22.534 0.898 -34.969  -0.69
C 20.814 -4.094 -21.449  -0.65
C 20.782 1.782 -14.471  -0.64
C 15.055 -0.634 -23.013  -0.28
H 22.414 11.732 -18.347  0.28
H 23.957 1.963 -23.393  0.36
H 22.971 -2.989 -12.744  0.21
H 20.805 -3.640 -20.458  0.25
H 19.828 8.605 -33.830  0.28
H 24.265 1.184 -25.689  0.39
H 21.563 10.517 -38.672  0.29
H 11.873 4.332 -32.989  0.34
H 23.355 -2.263 -14.367  0.30
H 22.537 3.040 -35.792  0.35
H 20.374 4.074 -24.417  0.41
H 21.727 0.449 -35.529  0.39
H 14.304 6.480 -17.821  0.33
H 8.757 3.207 -36.067  0.30
H 17.939 11.893 -29.688  0.40
H 25.567 2.384 -33.024  0.38
H 11.691 -2.270 -24.090  0.38
H 9.344 3.582 -33.183  0.36
H 27.179 -2.141 -19.967  0.30
H 18.024 -7.883 -23.927  0.29
H 20.965 14.666 -28.294  0.36
H 15.154 -0.066 -25.105  0.35
H 17.407 13.489 -31.505  0.36
H 20.948 1.613 -15.535  0.30
H 11.224 3.408 -31.719  0.35
H 24.267 -1.801 -12.902  0.27
H 8.918 2.040 -34.060  0.30
H 22.065 3.498 -22.793  0.35
H 22.933 11.421 -20.054  0.23
H 21.988 11.718 -37.478  0.29
H 28.078 -3.541 -24.930  0.28
H 12.675 5.372 -19.208  0.39
H 23.000 -0.870 -33.970  0.38
H 19.346 -8.249 -22.890  0.31
H 18.469 15.734 -31.576  0.39
H 17.815 -8.419 -22.175  0.26
H 20.400 16.160 -30.097  0.35
H 21.683 10.420 -19.196  0.30
H 12.559 -2.611 -21.777  0.41
H 25.433 7.050 -16.801  0.28
H 9.611 4.702 -35.393  0.31
H 16.004 -0.167 -22.794  0.46
H 18.126 8.456 -34.254  0.24
H 29.695 -3.484 -25.318  0.26
H 21.327 2.663 -14.132  0.29
H 28.414 -1.013 -19.516  0.24
H 20.777 12.142 -38.669  0.22
H 22.550 1.865 -27.379  0.44
H 29.333 -4.705 -24.210  0.29
H 24.317 3.797 -34.731  0.36
H 8.045 4.390 -34.863  0.39
H 28.837 -2.694 -19.426  0.28
H 15.046 6.570 -22.631  0.39
H 16.192 7.543 -18.600  0.37
H 16.584 7.669 -21.182  0.36
H 12.995 3.322 -32.047  0.36
H 25.630 6.322 -18.352  0.24
H 24.021 6.318 -17.719  0.30
H 19.163 7.541 -35.204  0.29
H 20.844 -3.320 -22.216  0.28
H 13.014 -1.005 -25.674  0.36
H 21.714 -4.701 -21.354  0.30
H 19.741 2.093 -14.376  0.26

The frontier orbital gap comes out at 9.2 eV. For the HOMO energy, the calculation gives -9.9729 eV. Its spin multiplicity is 1. The value obtained for the total energy is -4644.83994 hartree.

(2)
C4H15NO2 | ωB97M-V/def2-TZVPD

Last column: natural (NBO) charge in e.
Geometry (Å):
O -0.019 1.821 -5.409  -0.98
O -1.270 3.377 -3.545  -0.95
N 0.986 -1.457 1.629  -0.62
C -0.613 -3.144 2.641  -0.62
C 1.230 0.054 1.685  -0.22
C 0.728 1.131 0.588  -0.68
C -0.357 -1.918 1.689  -0.22
H -0.332 -4.084 2.218  0.20
H -1.727 -3.184 2.801  0.20
H -0.506 1.120 -5.883  0.46
H -0.787 3.243 -2.644  0.49
H 1.347 -1.803 0.701  0.35
H -0.109 0.672 0.032  0.22
H 2.430 0.090 1.822  0.20
H 1.636 1.579 0.088  0.22
H -1.166 4.388 -3.656  0.49
H -0.743 -2.145 0.688  0.18
H 0.830 0.365 2.655  0.19
H -0.647 2.279 -4.794  0.50
H -0.903 -1.083 2.158  0.18
H 0.080 1.937 0.863  0.22
H -0.089 -3.238 3.670  0.22

The frontier orbital gap comes out at 9.2 eV. For the HOMO energy, the calculation gives -8.8722 eV. Its spin multiplicity is 1. The value obtained for the total energy is -366.55338 hartree.

(3)
C7H10N2O2 | ωB97M-V/def2-TZVPD

Last column: natural (NBO) charge in e.
Geometry (Å):
O 1.189 2.207 -0.631  -0.71
O 1.461 -1.071 2.203  -0.54
N 0.996 1.035 1.294  -0.65
N 2.288 -0.569 -1.917  -0.36
C 1.168 -0.279 1.389  0.78
C -0.520 0.465 -0.460  -0.25
C -0.358 -2.114 -0.344  -0.65
C -1.880 0.356 0.145  -0.62
C 0.287 -0.813 -0.279  -0.25
C 1.386 -0.742 -1.212  0.29
C 0.335 1.636 0.203  0.27
H 0.217 -3.063 -0.071  0.25
H -0.743 0.767 -1.448  0.22
H -0.726 -2.184 -1.384  0.22
H -2.491 1.300 0.056  0.22
H -2.396 -0.320 -0.544  0.22
H -0.285 2.368 0.687  0.18
H 1.847 1.573 -1.051  0.51
H -1.896 0.183 1.218  0.22
H -1.218 -2.432 0.233  0.24
H 1.338 1.697 1.915  0.41

The frontier orbital gap comes out at 10.0 eV. For the HOMO energy, the calculation gives -9.3792 eV. Its spin multiplicity is 1. The value obtained for the total energy is -532.66863 hartree.

(4)
C15H23CuN9O2S | ωB97M-V/def2-TZVPD

Last column: natural (NBO) charge in e.
Geometry (Å):
Cu 0.434 -0.349 0.057  0.79
S -3.365 -0.614 -0.441  2.32
O -4.606 -0.506 0.302  -0.97
O -3.393 0.023 -1.742  -0.99
N 4.154 0.918 0.433  -0.48
N 2.276 0.267 -0.991  -0.70
N 0.137 1.585 -0.400  -0.77
N -0.547 0.064 1.967  -0.56
N 0.513 3.692 0.647  -0.84
N 2.293 2.295 0.109  -0.63
N -1.992 -6.343 -1.339  -0.83
N -2.068 -0.034 0.312  -0.94
N -2.562 -1.177 2.278  -0.52
C 4.513 -0.475 0.604  -0.42
C -1.030 -0.912 4.077  -0.41
C 2.894 1.096 -0.240  0.53
C 0.920 2.467 0.096  0.58
C -2.194 -1.416 3.515  0.10
C -2.291 -4.996 -1.110  0.25
C -1.958 -4.030 -2.058  -0.29
C -3.338 -3.292 0.233  -0.16
C 5.228 1.676 -0.182  -0.40
C 0.807 -2.349 0.202  -1.27
C -1.755 -0.399 1.529  0.56
C -0.220 -0.184 3.214  0.10
C -2.309 -2.709 -1.856  -0.15
C -2.983 -4.614 0.039  -0.30
C -3.002 -2.350 -0.716  -0.36
H 1.191 4.437 0.560  0.36
H 5.399 1.380 -1.227  0.17
H 0.888 -2.857 -0.762  0.17
H -3.231 -5.363 0.781  0.19
H 2.789 2.818 0.818  0.39
H -0.761 -1.094 5.106  0.20
H 2.782 -0.584 -1.195  0.37
H 5.324 -0.529 1.331  0.19
H 4.845 -0.953 -0.331  0.16
H -0.408 3.969 0.338  0.39
H 1.702 -2.626 0.770  0.16
H 4.989 2.737 -0.159  0.19
H 0.735 0.216 3.545  0.17
H -1.412 -4.326 -2.945  0.19
H -1.914 -6.893 -0.495  0.37
H -0.862 1.771 -0.386  0.40
H -2.059 -1.938 -2.565  0.24
H 6.145 1.510 0.383  0.19
H 3.648 -1.011 0.988  0.24
H -1.208 -6.477 -1.961  0.37
H -0.036 -2.821 0.721  0.18
H -2.872 -2.043 4.089  0.17
H -3.862 -2.967 1.118  0.25

The frontier orbital gap comes out at 5.2 eV. The net charge is -1. For the HOMO energy, the calculation gives -2.6474 eV. Its spin multiplicity is 1. The value obtained for the total energy is -3267.36541 hartree.

(5)
C9H7NO2 | ωB97M-V/def2-TZVPD

Last column: natural (NBO) charge in e.
Geometry (Å):
O 0.889 2.655 0.104  -0.65
O 3.463 -1.327 -0.076  -0.61
N 1.215 -1.385 0.073  -0.61
C -2.627 0.321 -0.082  -0.24
C -2.468 -1.094 -0.033  -0.17
C 1.038 1.324 0.008  0.40
C 2.242 0.722 -0.052  -0.43
C -1.209 -1.642 0.110  -0.28
C -0.067 -0.865 0.118  0.28
C -1.489 1.102 -0.034  -0.15
C 2.421 -0.725 -0.035  0.64
C -0.209 0.531 0.063  -0.18
H 3.128 1.352 -0.109  0.22
H -3.326 -1.783 -0.162  0.22
H -3.630 0.762 -0.182  0.22
H -1.063 -2.736 0.211  0.21
H 1.394 -2.409 0.070  0.42
H 1.812 3.028 0.098  0.49
H -1.513 2.170 -0.090  0.23

The frontier orbital gap comes out at 9.0 eV. For the HOMO energy, the calculation gives -8.6135 eV. Its spin multiplicity is 1. The value obtained for the total energy is -552.42474 hartree.

(6)
C7H13O2 | ωB97M-V/def2-TZVPD

Last column: natural (NBO) charge in e.
Geometry (Å):
O 1.109 0.375 0.801  -0.46
O -0.542 1.005 -0.638  -0.44
C 0.472 1.274 0.115  0.92
C -1.412 -0.227 -0.665  -0.04
C 1.113 -1.749 1.968  -0.70
C 1.200 -1.090 0.669  0.30
C -2.607 0.308 -1.409  -0.65
C 1.475 -1.759 -0.437  -0.43
C 0.877 2.700 0.073  -0.72
H 1.524 -2.836 -0.431  0.26
H -1.451 -0.418 0.376  0.20
H 0.514 -1.224 2.782  0.25
H -0.804 -0.952 -1.203  0.22
H 2.201 -1.923 2.403  0.26
H 1.951 2.695 0.198  0.27
H -2.522 0.553 -2.422  0.24
H -3.347 -0.404 -1.545  0.25
H -3.082 1.082 -0.978  0.23
H 0.162 3.297 0.552  0.29
H 1.855 -1.234 -1.298  0.23
H 0.770 3.125 -0.875  0.28
H 0.544 -2.597 1.963  0.25

The frontier orbital gap comes out at 10.2 eV. The net charge is +1. For the HOMO energy, the calculation gives -14.1250 eV. Its spin multiplicity is 1. The value obtained for the total energy is -424.64657 hartree.

The records above give, respectively, relative energy (zero: lowest compared OMol25 entry of this formula, charge and spin) values of 103.5 256.7 232.1 64.9 6.5 138.3 kJ/mol.